(1)
Density functional theory data (ωB97M-V with the def2-TZVPD basis set) for a molecular structure, C22H37N2SSbSi2Zn.

Structure (ORCA input):
```
! RIJCOSX wB97M-V def2-TZVPD def2/J DEFGRID3
* xyz 0 1
Zn -0.32 0.31 0.72
C 2.78 0.48 -1.29
Si 1.82 -0.45 0.06
C 2.14 -2.29 -0.26
C 2.71 -0.03 1.71
C 4.11 0.04 1.70
C 4.84 0.37 2.84
C 4.16 0.64 4.02
C 2.78 0.57 4.05
C 2.03 0.25 2.91
Si 0.12 0.20 3.06
C -0.28 -1.44 3.92
C -0.34 1.54 4.33
H 3.82 0.15 -1.37
H 2.78 1.55 -1.09
H 2.31 0.32 -2.27
H 3.21 -2.51 -0.25
H 1.74 -2.59 -1.23
H 1.67 -2.91 0.50
H 4.65 -0.16 0.78
H 5.92 0.42 2.80
H 4.71 0.90 4.92
H 2.27 0.79 4.98
H 0.23 -1.51 4.89
H 0.05 -2.29 3.31
H -1.35 -1.56 4.10
H 0.01 1.29 5.33
H -1.42 1.67 4.38
H 0.09 2.51 4.06
C -2.46 5.26 1.35
C -2.30 3.74 1.30
Sb -0.46 3.04 0.44
C -0.47 4.22 -1.37
C 0.83 4.05 -2.15
C 0.91 4.25 1.56
C 2.34 3.72 1.56
H -3.38 5.54 1.85
H -2.48 5.69 0.35
H -1.63 5.73 1.90
H -3.11 3.28 0.74
H -2.32 3.31 2.30
H -0.62 5.26 -1.07
H -1.33 3.92 -1.96
H 1.70 4.37 -1.57
H 0.82 4.64 -3.07
H 1.00 3.01 -2.44
H 0.52 4.30 2.58
H 0.86 5.26 1.14
H 2.40 2.72 2.00
H 3.00 4.37 2.13
H 2.75 3.65 0.55
N -7.04 -0.90 -1.22
C -6.14 -0.18 -1.90
S -6.50 0.61 -3.29
C -4.79 -0.12 -1.28
C -3.65 -0.05 -2.07
C -2.41 0.01 -1.47
N -2.25 0.03 -0.14
C -3.34 -0.03 0.63
C -4.62 -0.11 0.10
H -7.97 -0.99 -1.60
H -6.77 -1.51 -0.46
H -3.74 -0.05 -3.15
H -1.49 0.05 -2.05
H -3.17 0.01 1.70
H -5.46 -0.11 0.78
*
```

## Properties
**Calculated total energy**: -3966.7637 Eh
**Relative energy (zero: lowest compared OMol25 entry of this formula, charge and spin)**: 0.0 kJ/mol
**E_LUMO**: -1.05 eV

(2)
Density functional theory data (ωB97M-V with the def2-TZVPD basis set) for 12 unconnected molecules or ions with the total composition H24O12 at a distorted geometry.

Structure (ORCA input):
```
! RIJCOSX wB97M-V def2-TZVPD def2/J DEFGRID3
* xyz 0 1
O -0.16 -0.07 -0.08
H -0.93 -0.64 0.04
H -0.23 0.58 0.62
O 1.36 -0.35 -4.47
H 0.79 -0.85 -3.88
H 0.98 0.54 -4.48
O -0.01 4.54 -2.33
H 0.37 3.66 -2.40
H 0.68 5.07 -1.92
O -3.32 2.06 -1.39
H -2.66 2.37 -2.02
H -3.37 1.11 -1.54
O 1.39 -1.64 2.84
H 2.33 -1.40 2.87
H 0.96 -0.91 3.30
O 1.06 -4.97 -0.05
H 1.29 -4.70 -0.94
H 1.49 -4.31 0.51
O 2.88 2.01 -1.25
H 2.93 1.32 -0.58
H 2.72 2.82 -0.75
O 1.56 1.03 2.66
H 2.38 0.71 2.26
H 1.43 1.90 2.27
O 0.37 0.67 4.12
H 0.63 1.59 4.25
H -0.56 0.65 4.38
O -0.82 -2.19 -3.75
H -0.81 -3.10 -4.07
H -1.05 -2.28 -2.82
O -2.49 -2.97 0.17
H -3.33 -2.73 0.57
H -2.44 -3.93 0.27
O -1.42 1.53 2.47
H -1.84 0.78 2.91
H -2.17 2.09 2.21
*
```

## Properties
**Calculated total energy**: -917.1653 Eh
**SMILES string**: O.O.O.O.O.O.O.O.O.O.O.O
**Relative energy (zero: lowest compared OMol25 entry of this formula, charge and spin)**: 420.2 kJ/mol
**E_LUMO**: -0.19 eV

(3)
Density functional theory data (ωB97M-V with the def2-TZVPD basis set) for a molecular structure, C20H31N3O4S at a distorted geometry.

Structure (ORCA input):
```
! RIJCOSX wB97M-V def2-TZVPD def2/J DEFGRID3
* xyz 0 1
C 4.70 2.95 0.12
H 4.01 2.62 -0.66
O 5.08 2.05 0.98
C 5.38 0.71 0.45
C 6.67 0.19 0.55
C 7.09 -0.91 0.24
C 6.23 -1.75 -0.40
C 4.97 -1.25 -0.90
C 4.40 -0.08 -0.33
N 3.17 0.23 -0.46
C 2.24 -0.23 -1.39
C 1.50 -1.55 -0.89
N 0.83 -1.36 0.23
C -0.49 -0.93 0.20
O -1.11 -1.56 -0.90
C -1.37 -0.23 1.31
N -2.36 0.33 0.59
S -1.97 1.33 -0.71
O -2.52 2.75 -0.84
O -0.53 1.49 -0.62
C -2.44 0.54 -2.42
H -1.98 1.16 -2.96
H -3.47 0.76 -2.43
H -2.14 -0.43 -2.09
C -3.75 0.22 0.54
C -4.68 1.15 0.41
C -6.15 0.50 0.85
C -6.50 -0.48 0.16
C -5.58 -1.75 0.64
C -4.08 -1.30 0.16
H -3.36 -1.92 0.28
H -4.13 -1.15 -1.12
H -5.48 -1.85 1.63
H -5.79 -2.78 0.01
H -7.56 -1.02 0.54
H -6.54 -0.30 -0.85
H -6.86 1.46 0.41
H -6.19 0.59 2.21
H -4.51 2.11 0.91
H -4.87 1.43 -0.56
H -3.74 -0.18 2.03
H -1.84 -0.79 2.19
H -0.77 0.52 1.68
C 1.60 -0.66 1.35
H 0.97 -0.18 2.13
C 2.48 0.63 0.67
H 3.03 1.10 1.46
H 1.68 1.23 0.35
H 2.44 -1.15 1.53
H 0.80 -2.05 -1.45
H 2.35 -2.33 -0.47
H 2.92 -0.67 -2.33
H 1.71 0.33 -1.82
H 4.44 -2.02 -1.26
H 6.81 -2.61 -0.88
H 8.22 -1.00 0.58
H 7.24 0.97 1.20
H 4.24 3.83 0.64
H 5.58 3.28 -0.51
*
```

## Properties
**Calculated total energy**: -1643.3772 Eh
**Relative energy (zero: lowest compared OMol25 entry of this formula, charge and spin)**: 2197.1 kJ/mol
**E_LUMO**: 0.29 eV

(4)
Density functional theory data (ωB97M-V with the def2-TZVPD basis set) for 3 unconnected molecules or ions with the total composition C11H18IN4O6 at a distorted geometry.

Structure (ORCA input):
```
! RIJCOSX wB97M-V def2-TZVPD def2/J DEFGRID3
* xyz 1 1
C 2.16 -0.65 0.02
C 2.11 0.87 0.18
I 1.84 1.32 2.31
C 0.95 1.56 -0.57
C -0.36 0.93 -0.30
N -0.83 -0.13 -0.96
C -2.02 -0.40 -0.42
N -2.83 -1.43 -0.81
N -2.29 0.48 0.55
N -1.23 1.32 0.63
H 1.57 -1.00 -0.82
H 3.19 -0.93 -0.16
H 1.86 -1.16 0.92
H 3.04 1.35 -0.09
H 0.91 2.59 -0.22
H 1.14 1.60 -1.64
H -2.85 -2.29 -0.29
H -3.35 -1.33 -1.66
H -3.12 0.53 1.12
H -1.15 2.07 1.30
C -3.07 -6.79 -1.03
C -1.92 -6.72 -0.05
O -2.03 -5.38 0.45
C -3.31 -4.98 0.29
O -3.76 -3.98 0.75
O -4.00 -5.85 -0.47
H -3.52 -7.78 -1.09
H -2.79 -6.46 -2.03
H -2.03 -7.41 0.78
H -0.95 -6.87 -0.52
C 2.16 5.52 1.05
C 3.11 6.62 0.63
O 4.03 5.92 -0.22
C 3.42 4.82 -0.69
O 3.84 4.11 -1.55
O 2.23 4.61 -0.06
H 1.14 5.86 1.20
H 2.50 4.99 1.95
H 2.61 7.39 0.04
H 3.63 7.08 1.46
*
```

## Properties
**Calculated total energy**: -1397.9081 Eh
**E_LUMO**: -2.98 eV